# 1
Below is a structure of composition C17H13Br2F12N2OSb2W, with properties calculated with ωB97M-V/def2-TZVPD.

The calculation puts the energy relative to the best compared isomer or geometry (same formula, charge and spin) at 78.03 kcal/mol. The charge is +1. For the total energy, the calculation gives -210460.117 eV.

Each line ends with the Mulliken charge.
Cartesian coordinates (Å):
W  1.0973  0.3012  -2.0317  2.287
Br  0.3885  -4.6040  -1.6246  0.000
C  -1.0242  -3.4411  -1.3254  -0.122
C  -2.2994  -3.9089  -1.5682  -0.609
C  -3.4158  -3.1040  -1.3748  0.248
Br  -5.0711  -3.8017  -1.8301  -0.049
C  -3.2998  -1.8024  -0.7935  0.523
C  -4.3883  -0.9614  -0.5108  -0.927
C  -4.1612  0.2226  0.1458  -1.011
C  -2.8573  0.5269  0.5493  -0.306
N  -1.8151  -0.2254  0.2522  0.058
C  -2.0180  -1.3403  -0.4528  0.520
C  -0.8134  -2.0774  -0.8851  0.792
O  0.3208  -1.5483  -0.8800  -0.033
H  -2.4340  -4.9167  -1.9344  0.461
H  -5.3876  -1.2551  -0.7996  0.363
H  -4.9730  0.8970  0.3774  0.443
H  -2.6521  1.4259  1.1195  0.505
F  0.6609  -1.0578  -3.2281  -0.391
Sb  3.2247  -2.9796  -2.3411  1.619
F  2.9901  -3.1623  -0.4568  -0.561
F  2.5461  0.1747  -3.1925  -0.368
F  5.0362  -2.4939  -2.1052  -0.540
F  3.5127  -4.8477  -2.5665  -0.572
F  2.4849  -0.3863  -0.9841  -0.386
C  2.2340  3.2963  0.7808  -1.256
C  1.6930  2.4682  1.8760  1.162
C  1.6452  2.9308  3.1638  -0.964
C  1.1548  2.1276  4.1959  -0.402
C  0.7335  0.7995  4.0240  -0.962
C  0.7481  0.2371  2.7843  1.050
C  0.4423  -1.1900  2.5435  -0.956
C  1.1317  1.1082  1.6375  -0.388
N  0.9021  0.6837  0.4771  0.190
H  1.3971  3.7337  0.2198  0.157
H  2.8183  2.7088  0.0778  0.289
H  2.8330  4.1058  1.1906  0.525
H  2.0073  3.9248  3.3858  0.464
H  1.1367  2.5416  5.1981  0.407
H  0.4340  0.2143  4.8822  0.462
H  0.0242  -1.6556  3.4318  0.485
H  1.3692  -1.7065  2.2685  0.333
H  -0.2344  -1.2901  1.6972  -0.130
F  -0.7718  0.4088  -2.0365  -0.481
Sb  -0.4471  3.6505  -2.5501  1.513
F  -0.4660  2.6282  -0.8780  -0.513
F  0.6062  1.4597  -3.5054  -0.508
F  1.1811  4.1216  -3.4060  -0.522
F  1.8566  1.9634  -1.6654  -0.333
F  -0.0814  5.0954  -1.3520  -0.564

# 2
Below is an isolated molecule of C3H3N3O2, with properties calculated with ωB97M-V/def2-TZVPD.

The calculation puts the energy relative to the best compared isomer or geometry (same formula, charge and spin) at 130.32 kcal/mol. Its structure (SMILES) is C=COc1nnon1. For the total energy, the calculation gives -11720.306 eV.

Each line ends with the Mulliken charge.
Cartesian coordinates (Å):
C  2.4182  -0.1463  -0.1267  -0.696
C  1.1783  0.3500  0.0496  -0.049
C  -1.0492  -0.2340  0.2148  0.654
H  3.2881  0.5990  -0.1380  0.221
H  2.6198  -1.2000  -0.0867  0.301
H  0.8291  1.3061  0.0068  0.450
N  -2.0049  -1.1666  0.0296  -0.216
N  -3.0721  -0.6014  -0.1043  -0.094
N  -1.5833  1.0061  0.1132  -0.252
O  0.2033  -0.6057  0.1209  -0.316
O  -2.8272  0.6928  -0.0792  -0.002

# 3
Below is an isolated molecule of CH6OP2S, with properties calculated with ωB97M-V/def2-TZVPD.

The calculation puts the energy relative to the best compared isomer or geometry (same formula, charge and spin) at 34.66 kcal/mol. Its structure (SMILES) is C[P@@H](S)=PO. For the total energy, the calculation gives -32593.103 eV.

Each line ends with the Mulliken charge.
Cartesian coordinates (Å):
C  0.3758  1.1289  0.0759  -1.060
O  -2.3743  -0.6064  0.3985  -0.528
P  -1.4289  -1.7200  -0.4313  -0.015
P  0.3242  -0.5063  -0.6061  0.250
S  2.1384  -1.2957  0.1873  -0.282
H  0.2921  1.1683  1.2110  0.339
H  1.3071  1.6372  -0.1528  0.416
H  -0.4335  1.6822  -0.3206  0.340
H  -3.2745  -0.3868  0.2299  0.311
H  1.9730  -0.7179  1.3159  0.132
H  1.1006  -0.3835  -1.9075  0.096